ORCA calculation (wB97M-V/def2-TZVPD) on a structure of composition C24H43BrN4O9RuSSi.

## Properties
expectation value of S²: 8.7569
multiplicity: 6
energy above the lowest of the compared OMol25 structures with the same formula, charge and spin: 3.6 kcal/mol
max |F|: 0.009 hartree/bohr
calculated total energy: -141316.6496 eV
Kohn-Sham gap (alpha / beta): 7.83 / 7.88 eV
HOMO (alpha / beta): -5.558 / -6.338 eV
net charge: -1
E_LUMO (alpha / beta): 0.083 / 0.057 hartree

Last column: Löwdin spin population.
Atoms and positions in Å:
1 Ru -1.833 -0.641 0.963  3.98
2 O 3.011 -0.692 5.018  0.00
3 C 1.913 -0.623 4.223  0.00
4 C 1.520 0.564 3.610  0.00
5 C 0.401 0.535 2.809  0.01
6 N -0.294 -0.579 2.624  0.08
7 C 0.073 -1.715 3.206  0.01
8 C 1.177 -1.786 4.027  0.00
9 C -0.812 -2.898 2.872  0.01
10 O -0.597 -3.954 3.455  0.02
11 O -1.718 -2.628 2.013  0.12
12 C -0.135 1.741 2.070  0.01
13 O 0.409 2.822 2.267  0.02
14 O -1.129 1.479 1.309  0.11
15 H 3.435 0.173 5.041  0.00
16 H 2.057 1.497 3.730  0.00
17 H 1.454 -2.725 4.484  0.00
18 O -1.992 -1.025 -2.849  0.02
19 S -2.815 -0.893 -1.669  0.01
20 O -4.246 -0.913 -1.920  0.02
21 O -2.437 0.366 -0.879  0.17
22 O -2.462 -1.969 -0.631  0.19
23 C 5.115 0.404 -1.791  0.00
24 C 4.069 -0.404 -1.007  0.00
25 C 4.558 -1.855 -0.881  0.00
26 C 4.011 0.143 0.430  0.00
27 Si 2.372 -0.317 -1.905  0.01
28 Br 0.920 -1.025 -0.325  0.04
29 C 2.220 -1.546 -3.361  0.00
30 C 0.967 -1.265 -4.204  0.00
31 C 3.452 -1.435 -4.273  0.00
32 C 2.078 -2.999 -2.877  0.00
33 C 1.787 1.459 -2.293  0.00
34 C 2.131 2.431 -1.155  0.00
35 C 0.253 1.522 -2.449  0.00
36 C 2.448 1.971 -3.584  0.00
37 H 6.094 0.285 -1.310  0.00
38 H 4.883 1.469 -1.803  0.00
39 H 5.213 0.071 -2.825  0.00
40 H 5.496 -1.862 -0.312  0.00
41 H 4.758 -2.317 -1.848  0.00
42 H 3.840 -2.476 -0.342  0.00
43 H 5.015 0.065 0.868  0.00
44 H 3.331 -0.436 1.053  0.00
45 H 3.706 1.185 0.480  0.00
46 H 1.010 -0.298 -4.705  0.00
47 H 0.048 -1.318 -3.621  0.00
48 H 0.903 -2.033 -4.985  0.00
49 H 3.604 -0.419 -4.644  0.00
50 H 3.303 -2.085 -5.143  0.00
51 H 4.371 -1.755 -3.779  0.00
52 H 1.147 -3.141 -2.329  0.00
53 H 2.900 -3.333 -2.246  0.00
54 H 2.046 -3.653 -3.757  0.00
55 H 1.716 2.107 -0.198  0.00
56 H 1.682 3.403 -1.383  0.00
57 H 3.206 2.585 -1.043  0.00
58 H -0.266 1.303 -1.517  0.00
59 H -0.146 0.845 -3.199  0.00
60 H -0.018 2.544 -2.739  0.00
61 H 3.539 1.959 -3.532  0.00
62 H 2.136 3.009 -3.750  0.00
63 H 2.145 1.397 -4.460  0.00
64 C -7.018 1.154 2.449  0.00
65 N -5.963 0.747 1.536  0.01
66 C -6.442 0.160 0.297  0.00
67 C -4.723 0.411 2.007  0.02
68 N -3.991 -0.549 1.539  0.10
69 N -4.244 1.167 3.044  0.01
70 C -3.083 0.673 3.768  0.00
71 C -4.273 2.621 2.923  0.00
72 H -7.709 0.322 2.624  0.00
73 H -7.587 1.983 2.023  0.00
74 H -6.603 1.463 3.402  0.00
75 H -7.219 0.809 -0.111  0.00
76 H -6.880 -0.832 0.464  0.00
77 H -5.643 0.069 -0.434  0.00
78 H -4.453 -1.160 0.870  0.00
79 H -3.128 -0.411 3.842  0.00
80 H -3.094 1.103 4.771  0.00
81 H -2.144 0.959 3.279  0.00
82 H -5.086 2.934 2.275  0.00
83 H -3.332 2.984 2.497  0.00
84 H -4.410 3.072 3.909  0.00


ORCA calculation (wB97M-V/def2-TZVPD) on a structure of composition C24H43Cl2EuN4O4SeSi.

## Properties
expectation value of S²: 12.0222
multiplicity: 7
energy above the lowest of the compared OMol25 structures with the same formula, charge and spin: 90.1 kcal/mol
max |F|: 0.126 hartree/bohr
calculated total energy: -157336.1900 eV
Kohn-Sham gap (alpha / beta): 5.52 / 7.09 eV
HOMO (alpha / beta): -7.502 / -7.509 eV
net charge: 0
E_LUMO (alpha / beta): -0.073 / -0.015 hartree

Last column: Löwdin spin population.
Atoms and positions in Å:
1 C 2.485 -3.045 -1.644  0.00
2 C 2.825 -1.818 -2.456  0.00
3 H 2.433 -3.911 -2.304  0.00
4 H 1.538 -2.946 -1.077  0.00
5 H 3.301 -3.178 -0.918  0.00
6 C 3.112 -1.701 -3.762  0.00
7 C 3.352 -2.847 -4.658  0.00
8 H 3.255 -0.691 -4.176  0.00
9 H 3.139 -3.813 -4.192  0.00
10 H 4.395 -2.828 -4.977  0.00
11 H 2.742 -2.733 -5.551  0.00
12 Eu 0.167 -0.153 0.122  6.08
13 Cl -0.554 -2.763 0.729  -0.01
14 C 1.250 2.763 -0.451  0.00
15 O 0.253 2.177 -1.009  -0.01
16 N 1.365 4.060 -0.592  0.00
17 C 0.235 4.751 -1.238  0.00
18 C 2.655 4.720 -0.473  0.00
19 H 2.061 2.228 0.164  0.00
20 H -0.669 4.106 -1.220  0.00
21 H 0.488 4.997 -2.282  0.00
22 H 0.055 5.666 -0.674  0.00
23 H 3.342 3.978 -0.046  0.00
24 H 2.503 5.573 0.196  0.00
25 H 2.989 5.038 -1.474  0.00
26 H -3.343 2.179 3.953  0.00
27 H -2.205 0.472 5.625  0.00
28 C -3.436 1.342 3.249  0.00
29 C -2.325 -0.306 4.856  0.00
30 N -2.385 0.366 3.616  0.00
31 H -3.326 1.712 2.212  0.00
32 C -1.549 -0.048 2.573  0.00
33 O -1.959 0.288 1.471  -0.01
34 H -1.468 -0.984 4.818  0.00
35 H -0.666 -0.658 2.819  0.00
36 H -4.405 0.830 3.368  0.00
37 H -3.276 -0.859 4.975  0.00
38 H -0.079 -2.602 -3.097  0.00
39 H 0.390 -0.861 -4.900  0.00
40 C -1.095 -2.202 -2.969  0.00
41 C -0.665 -0.567 -4.806  0.00
42 N -1.137 -0.811 -3.452  0.00
43 H -1.396 -2.257 -1.912  0.00
44 C -1.453 0.218 -2.636  0.00
45 O -1.819 0.058 -1.455  0.00
46 H -0.782 0.504 -5.004  0.00
47 H -1.269 1.239 -3.080  0.00
48 H -1.779 -2.798 -3.590  0.00
49 H -1.280 -1.155 -5.499  0.00
50 O 1.223 -0.422 -1.946  -0.03
51 C 2.616 -0.529 -1.697  0.00
52 C 2.357 1.604 -3.068  0.00
53 C 3.145 0.793 -2.222  0.00
54 H 1.314 1.325 -3.292  0.00
55 C 2.954 2.735 -3.613  0.00
56 H 2.908 -0.681 -0.608  0.00
57 C 4.443 1.110 -1.846  0.00
58 H 2.375 3.355 -4.299  0.00
59 C 4.286 3.041 -3.282  0.00
60 C 5.019 2.241 -2.404  0.00
61 H 4.944 0.415 -1.160  0.00
62 H 4.756 3.927 -3.720  0.00
63 H 6.045 2.468 -2.133  0.00
64 Si -2.441 -6.687 2.374  0.00
65 Cl -1.363 -7.852 1.035  0.00
66 C -3.928 -6.013 1.438  0.00
67 C -1.292 -5.328 2.959  0.00
68 C -2.972 -7.817 3.790  0.00
69 H -3.591 -5.407 0.591  0.00
70 H -4.525 -5.386 2.110  0.00
71 H -4.552 -6.834 1.069  0.00
72 H -3.600 -8.635 3.419  0.00
73 H -3.545 -7.240 4.525  0.00
74 H -2.095 -8.246 4.287  0.00
75 H -0.965 -4.709 2.113  0.00
76 H -0.419 -5.761 3.457  0.00
77 H -1.824 -4.687 3.671  0.00
78 Se -1.290 4.351 2.986  0.00
79 C -0.788 2.916 1.993  0.00
80 N -0.300 1.796 1.771  -0.01


ORCA calculation (wB97M-V/def2-TZVPD) on a structure of composition C24H43ClN4OTc.

## Properties
expectation value of S²: 3.7597
multiplicity: 4
max |F|: 0.039 hartree/bohr
calculated total energy: -48309.1615 eV
Kohn-Sham gap (alpha / beta): 1.50 / 6.69 eV
HOMO (alpha / beta): 2.625 / -2.593 eV
net charge: -2
E_LUMO (alpha / beta): 0.152 / 0.150 hartree

Last column: Löwdin spin population.
Atoms and positions in Å:
1 Tc -0.034 -0.257 -0.660  0.98
2 Cl 0.572 0.684 -2.638  0.07
3 C -0.008 0.981 3.324  0.12
4 C -0.049 0.822 1.077  0.01
5 N 0.553 0.371 2.232  0.01
6 H -1.594 2.506 3.432  0.02
7 N -0.897 1.829 1.510  0.00
8 H 0.228 0.757 4.348  0.06
9 C 1.499 -0.751 2.270  0.01
10 C 2.170 -0.750 3.638  0.21
11 C 0.757 -2.078 2.114  0.09
12 H 1.462 -0.992 4.445  0.07
13 H 2.959 -1.507 3.626  0.03
14 H 2.647 0.215 3.842  0.04
15 H 3.292 -1.364 1.321  0.01
16 H 3.072 0.381 1.344  0.01
17 H 0.202 -2.156 1.159  0.01
18 C 2.548 -0.570 1.192  0.04
19 H 0.047 -2.202 2.954  0.04
20 H 1.487 -2.906 2.156  0.02
21 H 2.191 -0.642 0.150  0.01
22 C -0.929 1.856 2.876  0.06
23 C -3.163 2.397 0.754  0.01
24 H -3.550 2.379 1.782  0.01
25 H -3.718 3.153 0.186  0.00
26 C -1.685 2.789 0.723  0.00
27 H -1.683 3.709 -1.163  0.00
28 C -1.546 4.149 1.389  0.02
29 H -0.490 4.408 1.508  0.01
30 H -3.337 1.418 0.297  0.00
31 H -1.443 1.992 -1.279  0.00
32 H -2.054 4.205 2.358  0.01
33 H -2.005 4.875 0.718  0.00
34 C -1.164 2.868 -0.689  0.01
35 H -0.088 3.062 -0.706  0.00
36 C 0.445 -2.215 -7.665  0.11
37 N 0.437 -2.165 -6.285  0.00
38 H -0.428 -0.790 -9.077  0.05
39 N -0.606 -0.442 -6.956  0.00
40 H 0.917 -2.991 -8.232  0.05
41 C 1.230 -3.069 -5.470  0.00
42 C 1.477 -4.355 -6.240  0.13
43 C 2.563 -2.386 -5.154  0.04
44 H 2.083 -4.176 -7.139  0.04
45 H 2.047 -5.034 -5.593  0.02
46 H 0.537 -4.844 -6.535  0.03
47 H 1.121 -3.901 -3.517  0.01
48 H -0.443 -3.871 -4.375  0.01
49 H 2.381 -1.463 -4.587  0.00
50 C 0.476 -3.307 -4.179  0.01
51 H 3.119 -2.167 -6.079  0.02
52 H 3.159 -3.084 -4.548  0.01
53 H 0.229 -2.344 -3.722  0.00
54 C -0.218 -1.122 -8.085  0.11
55 C -0.034 1.911 -6.797  0.04
56 H 0.727 1.812 -7.588  0.02
57 H -0.478 2.915 -6.856  0.01
58 C -1.166 0.901 -7.005  0.00
59 H -2.505 2.087 -5.860  0.00
60 C -1.803 1.115 -8.371  0.14
61 H -2.598 0.379 -8.581  0.03
62 H 0.410 1.756 -5.804  0.00
63 H -1.702 0.759 -4.934  0.00
64 H -1.057 1.077 -9.180  0.04
65 H -2.240 2.120 -8.384  0.02
66 C -2.176 1.036 -5.879  0.01
67 H -3.047 0.395 -6.069  0.01
68 C -0.190 -1.056 -5.824  0.00
69 C -2.290 -1.156 0.405  0.03
70 C -2.001 -0.433 -0.884  -0.01
71 O -2.835 -0.068 -1.707  -0.01
72 H -2.375 -2.235 0.200  0.01
73 H -3.261 -0.829 0.810  0.01
74 H -1.547 -0.969 1.206  0.00